Molecular formula: C6H11ClN3O
Method: DFT, ωB97M-V with the def2-TZVPD basis set

Results
- E (hartree) = -934.59613
- SMILES = CCO/C=C(Cl)\N=C/NC=[NH2+]
- lowest unoccupied orbital energy (eV) = -3.78
- highest occupied orbital energy (eV) = -12.1
- largest force on an atom (eV/A) = 4.28
- Kohn-Sham gap (eV) = 8.3345
- relative energy (zero: lowest compared OMol25 entry of this formula, charge and spin) (eV) = 1.904

The geometry in ORCA input format:
```
! RIJCOSX wB97M-V def2-TZVPD def2/J DEFGRID3
* xyz 1 1
C -1.564 -1.678 0.401
C -0.595 -1.564 -0.853
O 0.462 -0.564 -0.665
C 1.614 -1.048 -0.228
C 2.756 -0.331 -0.171
Cl 4.202 -1.070 0.457
N 3.004 0.947 -0.467
C 2.440 2.011 -0.783
N 0.917 2.319 -0.805
C 0.214 2.026 0.260
N 0.463 1.539 1.428
H -2.058 -0.672 0.671
H -2.325 -2.406 0.177
H -0.994 -2.097 1.259
H -1.145 -1.405 -1.855
H -0.135 -2.524 -0.881
H 1.615 -2.128 0.057
H 2.985 2.799 -1.133
H 0.422 2.934 -1.418
H -0.764 2.557 0.133
H 1.433 1.505 1.822
H -0.327 1.680 2.062
*
```